[1]
DFT (ωB97M-V with the def2-TZVPD basis set) results for a molecular structure, C45H56NO2ReSSe.

XYZ file:
```
107
Properties=species:S:1:pos:R:3:forces:R:3:mulliken_spin:R:1
Re 0.20619 0.72553 0.00454 0.3 0.2 -0.4 2.5901
C -2.45854 -2.23590 -6.75759 0.0 0.0 0.0 -0.0003
C -1.79541 -3.05083 -5.63771 0.0 0.0 0.0 0.0009
C -2.84620 -3.97776 -5.02618 0.0 0.0 0.0 0.0000
C -0.67336 -3.91562 -6.22822 0.0 0.0 0.0 0.0004
C -1.20247 -2.09880 -4.60234 0.0 0.0 0.0 0.0051
C -1.60717 -2.07896 -3.27936 0.0 0.0 0.0 0.0084
C -0.99798 -1.20483 -2.38850 0.1 0.0 -0.1 -0.0519
Se -1.62438 -1.12708 -0.58598 -0.1 0.0 -0.1 -0.0008
C -0.38506 -2.31190 0.29806 0.1 0.0 0.1 0.0173
C -0.33519 -3.65943 -0.02357 -0.1 0.0 0.0 0.0308
C 0.53547 -4.48728 0.66206 0.0 -0.1 0.0 0.0051
C 1.31386 -3.92085 1.67745 0.0 0.0 0.0 0.0016
C 1.29478 -2.57864 2.02967 -0.1 0.0 -0.1 -0.0112
C 0.41835 -1.76257 1.29375 0.0 -0.1 -0.1 0.0464
O 0.33191 -0.41953 1.53756 0.0 -0.1 0.3 0.1195
C 2.16213 -2.01481 3.15471 0.0 0.0 0.1 -0.0094
C 1.26082 -1.38991 4.23168 0.0 0.0 0.0 0.0010
C 2.99802 -3.10937 3.82152 0.0 0.0 0.0 -0.0006
C 3.13086 -0.95763 2.60465 0.0 0.0 0.0 0.0145
C 0.66603 -5.97798 0.35794 0.0 0.0 0.0 -0.0012
C 0.30201 -6.78733 1.61065 0.0 0.0 0.0 0.0006
C -0.25425 -6.41113 -0.78332 0.0 0.0 0.0 0.0007
C 2.11499 -6.28307 -0.04781 0.0 0.0 0.0 0.0006
C 0.01396 -0.33254 -2.78182 -0.1 0.0 -0.1 0.0447
O 0.61726 0.46723 -1.85022 -0.1 -0.1 0.3 0.2671
C 0.40528 -0.28279 -4.13137 -0.1 0.0 0.0 -0.0155
C -0.21970 -1.18416 -4.98582 0.0 0.0 0.0 -0.0045
C 1.42816 0.72933 -4.65316 0.0 0.0 0.0 0.0013
C 0.94921 2.15429 -4.33130 0.0 0.0 0.0 -0.0056
C 2.79839 0.48186 -4.00940 0.0 0.0 0.0 0.0074
C 1.60202 0.63173 -6.17054 0.0 0.0 0.0 0.0009
H -2.88972 -2.90737 -7.50202 0.0 0.0 0.0 0.0000
H -1.74164 -1.59174 -7.26765 0.0 0.0 0.0 0.0000
H -3.25779 -1.60702 -6.36174 0.0 0.0 0.0 0.0000
H -3.23484 -4.64356 -5.79723 0.0 0.0 0.0 0.0000
H -3.69161 -3.41991 -4.61855 0.0 0.0 0.0 0.0000
H -2.42486 -4.60218 -4.23517 0.0 0.0 0.0 -0.0001
H -1.08312 -4.60104 -6.97194 0.0 0.0 0.0 0.0000
H -0.18623 -4.50748 -5.45102 0.0 0.0 0.0 -0.0001
H 0.08906 -3.31045 -6.72000 0.0 0.0 0.0 0.0000
H -2.39768 -2.72573 -2.92503 0.0 0.0 0.0 0.0006
H -0.97703 -4.04206 -0.80500 0.0 0.0 0.0 -0.0021
H 1.97889 -4.57646 2.21972 0.0 0.0 0.0 -0.0011
H 0.58639 -2.13911 4.65035 0.0 0.0 0.0 -0.0005
H 0.66389 -0.56985 3.83559 0.0 0.0 0.0 0.0023
H 1.87769 -1.00158 5.04440 0.0 0.0 0.0 -0.0005
H 2.37430 -3.88803 4.26386 0.0 0.0 0.0 -0.0001
H 3.58518 -2.66343 4.62479 0.0 0.0 0.0 0.0003
H 3.69677 -3.57460 3.12350 0.0 0.0 0.0 -0.0003
H 2.60765 -0.08958 2.20972 0.0 0.0 0.0 -0.0017
H 3.75375 -1.37683 1.81111 0.0 0.0 0.0 -0.0003
H 3.79123 -0.61853 3.40514 0.0 0.0 0.0 0.0002
H -0.72391 -6.58323 1.92200 0.0 0.0 0.0 -0.0001
H 0.96174 -6.55634 2.44772 0.0 0.0 0.0 -0.0001
H 0.38994 -7.85515 1.40373 0.0 0.0 0.0 0.0000
H -1.30646 -6.25061 -0.53924 0.0 0.0 0.0 -0.0002
H -0.12110 -7.47700 -0.97090 0.0 0.0 0.0 0.0000
H -0.02510 -5.88190 -1.71100 0.0 0.0 0.0 -0.0004
H 2.81950 -6.03442 0.74655 0.0 0.0 0.0 -0.0001
H 2.39706 -5.71963 -0.93917 0.0 0.0 0.0 0.0001
H 2.22464 -7.34638 -0.26754 0.0 0.0 0.0 0.0001
H 0.07150 -1.17685 -6.02528 0.0 0.0 0.0 -0.0002
H 0.85063 2.31735 -3.25933 0.0 0.0 0.0 0.0038
H -0.01390 2.35338 -4.80515 0.0 0.0 0.0 -0.0002
H 1.66976 2.87733 -4.71770 0.0 0.0 0.0 0.0005
H 2.76286 0.68075 -2.94305 0.0 0.0 0.0 -0.0108
H 3.54140 1.14658 -4.45380 0.0 0.0 0.0 -0.0002
H 3.12681 -0.54699 -4.16904 0.0 0.0 0.0 -0.0003
H 0.66750 0.81693 -6.70304 0.0 0.0 0.0 -0.0001
H 1.99613 -0.33823 -6.47940 0.0 0.0 0.0 0.0000
H 2.31718 1.39073 -6.48876 0.0 0.0 0.0 -0.0001
C -5.56656 0.67043 3.90165 0.0 0.0 0.0 0.0004
C -5.18834 1.24755 2.53049 0.0 0.0 0.0 -0.0029
C -5.09180 0.09428 1.53111 0.0 0.0 0.0 0.0025
C -6.28536 2.21089 2.05496 0.0 0.0 0.0 0.0005
C -3.87172 2.00837 2.65492 0.0 0.0 0.0 0.0250
C -3.78879 3.10558 3.53655 0.0 0.0 0.0 -0.0024
C -2.63391 3.83568 3.70772 0.0 0.0 0.0 0.0033
C -1.51259 3.46343 2.97099 0.0 0.0 0.0 0.0013
S 0.08577 4.14693 2.97164 0.0 0.0 -0.1 0.0217
C 0.58016 2.99770 1.80861 -0.1 0.0 0.0 0.0948
N -0.36872 2.15647 1.43584 0.0 0.1 0.1 -0.0511
C -1.57476 2.38922 2.09062 -0.1 0.0 0.0 -0.0646
C -2.74884 1.65747 1.92965 0.0 0.0 0.0 0.0003
C 1.89919 2.82910 1.22773 0.1 0.0 0.0 -0.0937
C 3.00927 3.58249 1.58829 0.0 0.0 0.0 -0.0158
C 4.23579 3.28086 1.01807 0.0 0.0 0.0 0.0405
C 4.34026 2.23391 0.11098 0.0 0.0 0.0 -0.0295
C 3.22346 1.49000 -0.25097 0.0 0.0 0.0 0.0130
C 1.97695 1.78005 0.29070 0.0 0.2 0.1 -0.0131
H -6.50955 0.12668 3.82585 0.0 0.0 0.0 0.0000
H -5.69527 1.45196 4.65071 0.0 0.0 0.0 -0.0001
H -4.80178 -0.02067 4.26023 0.0 0.0 0.0 0.0000
H -6.05305 -0.41693 1.47485 0.0 0.0 0.0 0.0001
H -4.34539 -0.64361 1.83497 0.0 0.0 0.0 0.0002
H -4.84927 0.44669 0.52587 0.0 0.0 0.0 0.0003
H -7.23290 1.67736 1.96589 0.0 0.0 0.0 0.0000
H -6.03956 2.63470 1.07982 0.0 0.0 0.0 -0.0001
H -6.43361 3.03402 2.75421 0.0 0.0 0.0 -0.0001
H -4.66338 3.38897 4.10617 0.0 0.0 0.0 -0.0002
H -2.60322 4.67035 4.39444 0.0 0.0 0.0 0.0000
H -2.76484 0.82471 1.24194 0.0 0.0 0.0 -0.0017
H 2.92777 4.38735 2.30902 0.0 0.0 0.0 0.0021
H 5.11250 3.85334 1.28803 0.0 0.0 0.0 0.0022
H 5.30467 1.99342 -0.31740 0.0 0.0 0.0 -0.0002
H 3.33710 0.66932 -0.94639 0.0 0.0 0.0 0.0152
```
Positions in Å, forces in eV/Å.

Calculated values
Net charge   +1
Expectation value of S²   3.772
Multiplicity   4
Orbital gap (spin up / spin down)   7.5 / 6.9 eV
HOMO energy (spin up / spin down)   -10.82 / -10.99 eV
Lowest unoccupied orbital energy (spin up / spin down)   -3.317 / -4.107 eV



[2]
DFT (ωB97M-V with the def2-TZVPD basis set) results for a molecular structure, H52LiO26.

XYZ file:
```
79
Properties=species:S:1:pos:R:3:forces:R:3:lowdin_charge:R:1
Li 16.16033 0.39314 16.51383 -0.4 -0.2 0.3 0.6718
O 18.99659 1.06647 18.78123 0.0 0.3 0.1 -0.0197
H 18.85621 1.50312 17.94107 -0.1 0.0 -0.3 0.0264
H 19.91962 1.22212 18.98131 0.4 -0.1 0.1 0.0730
O 17.54313 -0.43969 20.59865 -0.2 0.5 0.7 -0.0669
H 17.94091 0.11470 19.92735 0.0 0.2 -0.2 -0.0389
H 17.41531 -1.28460 20.16735 -0.1 -0.6 -0.1 -0.0286
O 13.97298 0.11303 20.02034 -0.5 -0.3 -0.2 -0.0167
H 14.39767 -0.57699 20.53001 0.5 -0.2 0.2 0.0694
H 13.25934 0.41984 20.57964 -0.2 0.3 0.2 0.0711
O 18.29207 4.07058 15.69513 -0.1 -0.4 0.2 -0.0276
H 18.69119 4.93958 15.65302 0.2 0.3 0.1 0.0624
H 18.10920 3.84603 14.78278 -0.2 0.1 -0.2 0.0265
O 19.47122 2.10905 13.67420 0.1 -0.3 0.0 -0.0259
H 18.87884 2.56927 13.07962 -0.3 0.2 -0.5 0.0807
H 20.32325 2.14496 13.23947 0.4 0.2 -0.1 0.0783
O 19.79452 -2.24446 19.63648 0.3 -0.5 -0.1 -0.0375
H 19.48013 -1.83836 18.82872 -0.2 0.2 -0.1 -0.0138
H 20.21970 -1.53187 20.11364 0.0 0.2 0.2 0.0383
O 20.43300 -1.09762 16.84967 -0.3 0.1 -0.1 -0.0301
H 21.01877 -1.83219 17.03279 0.1 -0.4 0.2 0.0612
H 20.88131 -0.59740 16.16775 0.1 0.2 -0.1 0.0472
O 17.27646 -2.44967 14.18834 -0.4 -0.2 0.1 -0.0123
H 17.70535 -2.10526 13.40497 0.3 0.3 -0.4 0.0345
H 17.83318 -3.17686 14.46668 0.2 -0.4 0.0 0.0811
O 14.29165 -0.63771 13.10088 0.4 0.6 -0.2 -0.0421
H 14.02632 -0.89995 13.98239 -0.2 -0.2 0.3 -0.0005
H 14.02280 -1.36710 12.54238 -0.1 -0.3 -0.2 0.0500
O 13.41226 4.31849 17.51496 -0.3 -0.2 -0.2 -0.0280
H 13.54566 5.07481 16.94364 0.0 0.3 -0.1 0.0459
H 14.20349 4.28116 18.05237 0.2 -0.2 0.2 0.0365
O 11.01514 -0.20666 18.32285 -0.2 0.0 -0.2 -0.0400
H 11.11913 -1.12153 18.58446 -0.1 -0.2 0.1 0.0236
H 11.88019 0.18085 18.45608 0.3 0.2 0.0 0.0052
O 14.86407 1.40956 15.21813 0.7 -0.2 0.2 -0.0772
H 14.99359 1.22098 14.28867 0.0 -0.1 -0.4 0.0287
H 13.92934 1.60039 15.29630 -0.6 0.1 0.3 0.0111
O 16.98149 3.13632 19.92429 -0.2 0.1 0.1 -0.0204
H 16.96229 4.04288 19.61767 -0.1 0.3 0.0 0.0581
H 17.91272 2.92915 20.00263 0.4 -0.3 0.1 0.0443
O 14.39570 3.95294 13.77081 0.3 0.4 -0.2 -0.0477
H 13.88268 3.74250 14.55104 -0.2 -0.2 0.2 -0.0078
H 14.17758 3.26102 13.14637 -0.1 -0.1 -0.2 0.0320
O 15.74212 1.27540 18.37713 0.2 -0.2 -1.5 -0.0915
H 15.02988 0.86170 18.86477 -0.3 -0.3 0.3 -0.0202
H 16.15499 1.86434 19.00873 0.5 0.5 0.4 -0.0176
O 16.66129 -0.19245 11.27021 0.0 0.2 -0.3 -0.0496
H 15.97990 -0.22289 11.94177 -0.5 -0.1 0.3 -0.0168
H 17.41936 -0.61076 11.67835 0.3 0.0 0.1 -0.0279
O 14.67478 -1.02146 16.75042 0.3 0.3 0.2 -0.0718
H 13.93959 -1.34021 16.22685 -0.4 -0.2 -0.4 0.0012
H 14.42742 -1.21538 17.65455 0.2 -0.1 0.4 0.0226
O 14.19124 -3.56855 18.33496 0.0 0.0 -0.1 -0.0314
H 13.27386 -3.29553 18.32538 -0.3 0.1 0.0 0.0491
H 14.17897 -4.43706 18.73720 0.0 -0.4 0.1 0.0664
O 21.22230 2.73375 16.57531 0.1 -0.2 0.3 -0.0368
H 20.32950 2.53880 16.29044 -0.4 0.1 -0.2 -0.0164
H 21.71949 2.82317 15.76227 0.2 0.1 -0.1 0.0330
O 14.89916 -3.98925 12.93617 -0.4 0.1 -0.1 -0.0436
H 15.53092 -3.51747 13.47887 0.4 0.3 0.2 -0.0119
H 14.74029 -4.80659 13.40835 0.0 -0.3 0.0 0.0370
O 17.90191 1.11236 15.66529 -0.3 -0.1 0.6 -0.0637
H 18.27116 1.17069 14.78410 0.2 0.0 -0.2 0.0168
H 17.87368 2.01794 15.97408 0.0 0.7 0.0 0.0158
O 17.48390 -1.31712 16.63680 -0.5 0.1 1.0 -0.0917
H 17.47715 -1.68674 15.75387 -0.2 -0.2 -0.6 -0.0080
H 18.37577 -0.98958 16.75304 0.6 0.1 0.2 0.0017
O 11.98551 2.35072 15.56453 0.3 -0.2 -0.2 -0.0293
H 12.06309 2.97675 16.28445 0.2 0.3 0.6 0.0171
H 11.14650 2.55986 15.15398 -0.2 -0.1 -0.2 0.0579
O 16.69030 -2.66620 19.15868 0.2 -0.2 0.4 -0.0411
H 16.79376 -2.31267 18.27519 0.2 0.2 -0.7 0.0033
H 15.82713 -3.07986 19.15209 -0.2 0.0 0.0 -0.0007
O 12.60575 -2.06992 15.02729 0.2 0.1 0.2 -0.0203
H 11.68081 -1.82983 14.97173 -0.3 0.3 0.0 0.0741
H 12.62879 -2.99477 14.78166 0.2 -0.4 -0.2 0.0631
O 19.21887 -0.68881 12.47665 0.0 -0.5 0.1 -0.0265
H 19.50623 0.13659 12.86699 -0.1 0.4 0.3 0.0106
H 19.73907 -0.77017 11.67726 0.1 -0.2 -0.3 0.0721
```
Positions in Å, forces in eV/Å.

Calculated values
Net charge   +1
Orbital gap   8.7 eV
HOMO energy   -11.66 eV
Lowest unoccupied orbital energy   -2.940 eV



[3]
DFT (ωB97M-V with the def2-TZVPD basis set) results for 2 unconnected molecules or ions with the total composition C6H17NOS.

XYZ file:
```
26
Properties=species:S:1:pos:R:3:forces:R:3:lowdin_charge:R:1
C 2.88649 -1.47024 -0.19681 -2.6 -1.4 1.2 -0.0716
C 1.66758 -1.65689 0.72586 2.7 1.3 2.6 -0.2766
C 0.82314 -0.43328 1.08112 -1.3 -2.5 1.7 -0.1738
C -0.60899 -0.76954 0.62133 0.4 -0.2 -0.9 -0.2109
N -0.96712 0.12543 -0.50302 0.9 -0.4 1.3 -0.1130
C -1.07197 1.56410 -0.24632 1.7 -0.6 -1.6 -0.3143
C -2.38620 1.89659 0.38405 -1.8 -1.3 0.3 -0.5932
S -2.81844 3.64366 0.33066 -2.8 -1.2 -1.6 0.7458
H 3.24464 -2.50453 -0.26790 0.6 0.7 -0.8 0.0904
H 2.47480 -0.96681 -1.02457 0.0 -0.1 -1.9 0.0446
H 3.49045 -0.78008 0.27744 2.0 1.0 0.9 0.0439
H 1.17149 -2.51922 0.47078 -1.8 -1.6 -1.2 0.0640
H 2.06457 -1.97950 1.69263 0.4 -0.1 0.1 0.0995
H 0.88073 -0.20706 2.21288 -0.2 -0.3 -1.8 0.1390
H 1.15669 0.39638 0.55810 0.7 1.7 -0.9 0.0621
H -1.29882 -0.82852 1.46046 -0.4 0.5 0.1 0.1000
H -0.65606 -1.79062 0.14251 0.2 1.0 0.7 0.1240
H -1.84374 -0.22106 -0.78213 -1.5 -0.1 -0.8 0.0814
H -0.13183 1.94100 0.24113 -1.2 -0.5 0.6 0.1256
H -0.82305 1.97294 -1.24527 -1.3 0.5 0.3 0.1170
H -3.31105 1.30367 -0.02335 1.6 1.5 -0.7 0.1120
H -2.52609 1.31660 1.31360 0.9 1.2 0.7 0.0771
H -1.93508 4.20207 1.01906 2.3 0.8 1.8 -0.2167
O 0.24609 -1.12848 -2.86419 -0.2 0.2 -0.1 -0.0794
H -0.42665 -0.78731 -2.24806 0.4 0.0 0.1 -0.0065
H 0.69845 -0.31931 -3.13000 0.0 -0.2 -0.1 0.0296
```
Positions in Å, forces in eV/Å.

Calculated values
Net charge   0
Orbital gap   9.8 eV
HOMO energy   -9.07 eV
Lowest unoccupied orbital energy   0.776 eV
Energy above the lowest of the compared OMol25 structures with the same formula, charge and spin   1.961 eV



Computed values of max |F| (unit: eV/A) for the preceding records, in sequence: 0.6 1.5 4.0.
Computed values of energy (unit: Ha) for the preceding records, in sequence: -4831.33877 -1994.90008 -766.89880.